Entry 1:
Here is an isolated molecule of C22H22N2O6 from OMol25. Energies are from ωB97M-V with the def2-TZVPD basis set.

Geometry (Å):
1 C -4.95 -0.84 -3.83
2 H -5.09 -1.11 -2.78
3 H -4.85 -1.75 -4.43
4 O -3.75 -0.13 -4.03
5 C -3.60 1.07 -3.41
6 C -4.52 1.65 -2.56
7 C -4.25 2.88 -1.97
8 C -3.06 3.53 -2.22
9 C -2.12 2.96 -3.08
10 C -2.39 1.74 -3.68
11 O -1.54 1.09 -4.55
12 C -0.35 1.73 -4.92
13 H -0.51 2.75 -5.28
14 H 0.06 1.14 -5.74
15 C 0.70 1.76 -3.80
16 O 1.59 2.58 -3.76
17 N 0.50 0.76 -2.90
18 C 1.20 0.45 -1.75
19 C 2.35 1.15 -1.36
20 C 3.03 0.81 -0.20
21 C 2.56 -0.23 0.56
22 C 1.41 -0.93 0.18
23 C 0.72 -0.61 -0.97
24 H -0.16 -1.16 -1.25
25 C 1.15 -1.99 1.19
26 O 0.27 -2.81 1.24
27 N 2.17 -1.86 2.12
28 C 3.06 -0.82 1.82
29 O 4.01 -0.53 2.49
30 C 2.30 -2.69 3.30
31 H 3.31 -2.54 3.68
32 H 2.16 -3.73 3.02
33 C 1.26 -2.33 4.38
34 O 1.45 -3.14 5.52
35 C 2.34 -2.48 6.42
36 H 1.88 -2.53 7.41
37 H 3.29 -3.03 6.46
38 C 2.52 -1.04 5.93
39 H 2.43 -0.32 6.74
40 H 3.50 -0.91 5.47
41 C 1.42 -0.89 4.88
42 H 1.68 -0.19 4.09
43 H 0.49 -0.56 5.35
44 H 0.26 -2.54 3.99
45 H 3.92 1.35 0.09
46 H 2.69 1.96 -1.98
47 H -0.31 0.17 -3.09
48 H -1.19 3.47 -3.26
49 H -2.84 4.48 -1.75
50 H -4.97 3.32 -1.30
51 H -5.45 1.16 -2.34
52 H -5.81 -0.27 -4.18

Values from the calculation:
* maximum force: 0.8 eV/A
* highest occupied orbital energy: -8.607 eV
* frontier orbital gap: 8.24 eV
* relative energy (zero: lowest compared OMol25 entry of this formula, charge and spin): 188.21 kJ/mol
* E_LUMO: -0.37 eV
* SMILES string: COc1ccccc1OCC(=O)Nc1ccc2c(c1)C(=O)N(C[C@@H]1CCCO1)C2=O

Here are the Löwdin charges for atoms 1 to 5, given in e:
1 C -0.08
2 H 0.10
3 H 0.10
4 O -0.07
5 C -0.20


Entry 2:
Here is a structure of composition C22H22N4PdS2 from OMol25. Energies are from ωB97M-V with the def2-TZVPD basis set.

Geometry (Å):
1 Pd 0.11 1.08 -0.99
2 C -0.74 -0.37 1.63
3 N -1.43 0.18 0.46
4 C -2.15 -0.88 -0.29
5 C -1.22 -1.90 -0.93
6 N -0.39 -1.26 -1.93
7 C -1.06 -1.14 -3.23
8 C 0.97 -1.63 -2.03
9 C 1.42 -2.91 -1.69
10 C 2.77 -3.24 -1.74
11 C 3.69 -2.29 -2.14
12 C 3.26 -1.01 -2.49
13 C 1.91 -0.66 -2.45
14 S 1.46 1.00 -2.90
15 C -2.34 1.27 0.77
16 C -3.06 1.29 1.96
17 C -3.94 2.32 2.24
18 C -4.09 3.35 1.32
19 C -3.39 3.32 0.13
20 C -2.51 2.28 -0.18
21 S -1.71 2.26 -1.75
22 H -1.34 -1.11 2.16
23 H -0.49 0.44 2.32
24 H 0.19 -0.85 1.32
25 H -2.75 -0.38 -1.05
26 H -2.83 -1.40 0.40
27 H -1.82 -2.72 -1.35
28 H -0.58 -2.34 -0.16
29 H -1.31 -2.13 -3.63
30 H -0.42 -0.61 -3.92
31 H -1.98 -0.55 -3.11
32 H 0.70 -3.66 -1.39
33 H 3.09 -4.24 -1.47
34 H 4.75 -2.53 -2.18
35 H 3.97 -0.26 -2.78
36 H -2.94 0.48 2.67
37 H -4.49 2.33 3.17
38 H -4.76 4.18 1.53
39 H -3.50 4.12 -0.60
40 N 4.01 -2.06 3.19
41 C 3.49 -1.13 2.77
42 C 2.83 0.04 2.24
43 C 2.50 1.11 3.07
44 C 1.87 2.21 2.51
45 C 1.61 2.21 1.15
46 N 1.90 1.17 0.35
47 C 2.50 0.11 0.89
48 H 2.74 1.07 4.12
49 H 1.60 3.07 3.11
50 H 1.16 3.06 0.66
51 H 2.74 -0.71 0.22

Values from the calculation:
* maximum force: 0.7 eV/A
* highest occupied orbital energy (spin up / spin down): -7.424 / -7.424 eV
* frontier orbital gap (spin up / spin down): 6.58 / 6.58 eV
* E_LUMO (spin up / spin down): -0.84 / -0.84 eV

Here are the Löwdin charges for atoms 1 to 5, given in e:
1 Pd 0.46
2 C -0.07
3 N -0.23
4 C -0.15
5 C -0.18


Entry 3:
Here is a structure of composition C22H22N5O2SSc from OMol25. Energies are from ωB97M-V with the def2-TZVPD basis set.

Geometry (Å):
1 Sc -0.10 -0.25 -0.64
2 O -0.63 -0.46 1.21
3 C -1.39 -1.25 1.96
4 C -1.71 -0.87 3.27
5 C -2.53 -1.65 4.05
6 C -3.05 -2.84 3.55
7 C -2.73 -3.24 2.27
8 C -1.89 -2.47 1.46
9 C -1.51 -2.94 0.13
10 N -0.83 -2.27 -0.81
11 C -0.71 -3.12 -1.90
12 C -1.31 -4.29 -1.62
13 N -1.80 -4.16 -0.34
14 H -1.29 0.06 3.64
15 H -2.76 -1.34 5.06
16 H -3.70 -3.45 4.16
17 H -3.15 -4.17 1.90
18 H -0.20 -2.81 -2.80
19 H -1.42 -5.19 -2.19
20 H -2.27 -4.89 0.17
21 C 1.61 -0.14 -4.79
22 C 1.44 0.45 -3.43
23 O 0.63 -0.05 -2.60
24 N 2.17 1.50 -3.09
25 C 2.06 2.15 -1.78
26 C 2.72 1.37 -0.66
27 C 4.02 1.64 -0.29
28 C 4.60 0.92 0.74
29 C 3.85 -0.05 1.38
30 C 2.55 -0.26 0.97
31 N 1.99 0.43 -0.04
32 H 0.71 -0.67 -5.07
33 H 2.44 -0.84 -4.78
34 H 1.83 0.63 -5.53
35 H 2.80 1.89 -3.77
36 H 1.00 2.32 -1.56
37 H 2.53 3.13 -1.87
38 H 4.58 2.42 -0.80
39 H 5.62 1.12 1.04
40 H 4.26 -0.63 2.20
41 H 1.92 -0.99 1.47
42 S -1.87 1.42 -1.25
43 C -2.99 1.15 0.06
44 N -3.02 2.04 1.07
45 C -3.87 1.96 2.12
46 C -4.76 0.93 2.20
47 C -4.77 -0.01 1.18
48 C -3.90 0.09 0.11
49 H -2.37 2.81 1.02
50 H -3.79 2.75 2.86
51 H -5.44 0.87 3.04
52 H -5.47 -0.84 1.21
53 H -3.90 -0.62 -0.70

Values from the calculation:
* maximum force: 0.3 eV/A
* highest occupied orbital energy: -13.496 eV
* charge: +2
* frontier orbital gap: 7.89 eV
* relative energy (zero: lowest compared OMol25 entry of this formula, charge and spin): 0.00 kJ/mol
* E_LUMO: -5.61 eV

Here are the Löwdin charges for atoms 1 to 5, given in e:
1 Sc 0.89
2 O -0.21
3 C -0.33
4 C -0.01
5 C -0.05


Entry 4:
Here is a structure of composition C22H22N6O3S2 from OMol25. Energies are from ωB97M-V with the def2-TZVPD basis set.

Geometry (Å):
1 C 2.20 2.25 5.29
2 C 1.44 3.52 4.64
3 H 2.09 4.43 4.82
4 H 0.44 3.69 5.10
5 O 1.17 3.65 3.35
6 C 2.40 3.80 2.70
7 O 3.46 4.13 3.22
8 C 2.15 3.64 1.07
9 C 2.53 2.19 0.90
10 C 3.47 1.59 0.16
11 S 3.77 -0.12 0.19
12 C 2.28 0.08 1.31
13 N 1.57 1.23 1.60
14 N 1.74 -1.25 1.78
15 C 0.34 -1.33 2.30
16 O 0.05 -2.67 2.57
17 C -0.45 -0.33 3.07
18 H 0.14 0.62 2.78
19 H -0.27 -0.39 3.91
20 S -1.99 -0.34 2.58
21 C -1.86 -0.51 0.85
22 N -0.44 -0.90 0.58
23 N -0.19 -1.18 -0.78
24 C -1.10 -1.39 -1.58
25 N -0.65 -1.41 -3.11
26 C 0.48 -2.18 -3.29
27 C 0.38 -2.31 -4.48
28 C -0.60 -1.85 -5.17
29 N -1.42 -1.51 -3.92
30 C -1.22 -1.90 -6.42
31 H -0.44 -1.19 -7.15
32 H -1.27 -2.70 -6.88
33 H -2.16 -1.41 -6.52
34 H 1.24 -2.68 -5.08
35 C 1.51 -2.46 -2.15
36 H 2.49 -3.11 -2.82
37 H 1.07 -2.91 -1.48
38 H 2.06 -1.80 -1.69
39 C -2.56 -1.07 -1.41
40 C -3.47 -1.24 -2.28
41 C -5.02 -1.18 -1.90
42 C -5.09 -0.79 -0.47
43 C -4.26 -0.49 0.41
44 C -3.03 -0.71 0.06
45 H -4.41 -0.13 1.34
46 H -6.44 -0.56 -0.43
47 H -5.87 -1.19 -2.65
48 H -3.59 -1.56 -3.35
49 H 2.14 -1.98 1.37
50 H 4.38 2.15 -0.34
51 H 2.79 4.19 0.43
52 H 1.11 3.71 0.85
53 H 2.17 2.39 6.17
54 H 1.59 1.34 5.02
55 H 3.14 2.14 4.92

Values from the calculation:
* maximum force: 18.8 eV/A
* highest occupied orbital energy: -7.734 eV
* frontier orbital gap: 6.27 eV
* relative energy (zero: lowest compared OMol25 entry of this formula, charge and spin): 2341.26 kJ/mol
* E_LUMO: -1.46 eV

Here are the Löwdin charges for atoms 1 to 5, given in e:
1 C 0.03
2 C -0.26
3 H 0.13
4 H 0.13
5 O -0.02


Entry 5:
Here is a cluster of 2 separate species, C22H22NO4S2 in total from OMol25. Energies are from ωB97M-V with the def2-TZVPD basis set.

Geometry (Å):
1 C -6.71 -3.48 -1.42
2 O -6.56 -2.04 -1.44
3 C -5.30 -1.52 -1.42
4 C -5.23 -0.10 -1.38
5 C -4.01 0.52 -1.31
6 C -2.82 -0.23 -1.30
7 C -1.54 0.46 -1.24
8 N -0.44 -0.19 -1.42
9 S 1.05 0.65 -1.52
10 C 2.22 -0.70 -1.49
11 C 2.70 -1.16 -0.25
12 C 3.68 -2.14 -0.23
13 C 4.21 -2.66 -1.42
14 C 5.28 -3.71 -1.37
15 C 3.73 -2.18 -2.64
16 C 2.74 -1.20 -2.68
17 O 1.11 1.27 -2.82
18 O 1.22 1.44 -0.32
19 C -2.88 -1.64 -1.37
20 C -4.11 -2.29 -1.42
21 H -7.79 -3.63 -1.43
22 H -6.25 -3.93 -2.31
23 H -6.28 -3.91 -0.51
24 H -6.16 0.46 -1.38
25 H -3.94 1.60 -1.25
26 H -1.60 1.55 -1.08
27 H 2.30 -0.74 0.67
28 H 4.05 -2.52 0.72
29 H 5.59 -4.00 -2.37
30 H 6.18 -3.34 -0.84
31 H 4.93 -4.60 -0.84
32 H 4.13 -2.59 -3.57
33 H 2.38 -0.82 -3.63
34 H -1.95 -2.21 -1.38
35 H -4.17 -3.38 -1.45
36 C 3.18 5.25 3.45
37 O 3.00 3.83 3.68
38 C 1.81 3.26 3.33
39 C 1.66 1.87 3.59
40 C 0.50 1.22 3.24
41 C -0.56 1.91 2.57
42 S -1.91 1.12 2.01
43 C -0.42 3.31 2.39
44 C 0.74 3.98 2.73
45 H 4.19 5.46 3.82
46 H 3.13 5.49 2.37
47 H 2.45 5.85 4.00
48 H 2.49 1.33 4.05
49 H 0.38 0.16 3.43
50 H -1.24 3.86 1.93
51 H 0.85 5.05 2.52

Values from the calculation:
* maximum force: 2.8 eV/A
* highest occupied orbital energy: -2.373 eV
* charge: -1
* frontier orbital gap: 4.89 eV
* E_LUMO: 2.52 eV

Here are the Löwdin charges for atoms 1 to 5, given in e:
1 C -0.07
2 O -0.10
3 C -0.27
4 C -0.01
5 C -0.03


Entry 6:
Here is an isolated molecule of C22H22O5S from OMol25. Energies are from ωB97M-V with the def2-TZVPD basis set.

Geometry (Å):
1 O 2.45 4.13 1.64
2 O 1.35 3.92 -0.54
3 O 2.83 0.93 1.84
4 O 0.48 0.97 -1.03
5 O 1.98 0.39 -2.98
6 C 1.40 0.55 -0.11
7 C 1.90 1.50 0.86
8 C -1.57 3.35 3.54
9 C -2.60 2.58 1.58
10 C -0.37 3.54 2.97
11 C -1.41 2.80 0.90
12 C -1.05 -3.99 -0.47
13 C 3.55 -2.47 -0.13
14 C -1.48 -2.66 -0.34
15 C 3.12 -1.15 -0.11
16 C -2.73 2.81 2.93
17 C -0.19 3.23 1.65
18 C 0.35 -4.22 -0.60
19 C 2.69 -3.48 -0.44
20 C -0.68 -1.67 -0.23
21 C 1.77 -0.82 -0.13
22 C 1.29 -3.16 -0.44
23 C 0.79 -1.83 -0.23
24 C 3.45 1.67 2.96
25 C 2.77 1.55 -2.80
26 C 0.72 0.46 -2.38
27 C -3.97 2.71 3.62
28 S 1.47 3.32 0.82
29 H -1.73 3.54 4.60
30 H -3.51 2.37 1.01
31 H 0.54 3.79 3.49
32 H -1.38 2.65 -0.20
33 H -1.78 -4.84 -0.39
34 H 4.52 -2.73 0.06
35 H -2.59 -2.50 -0.40
36 H 3.79 -0.36 0.20
37 H 0.69 -5.24 -0.71
38 H 3.16 -4.51 -0.53
39 H -1.03 -0.66 -0.29
40 H 2.68 2.02 3.68
41 H 3.84 2.62 2.63
42 H 4.07 1.07 3.60
43 H 2.51 2.32 -2.11
44 H 3.77 1.42 -2.36
45 H 3.00 2.08 -3.79
46 H 0.42 -0.51 -2.38
47 H 0.17 0.95 -3.19
48 H -4.15 1.78 4.24
49 H -4.69 2.64 2.82
50 H -4.13 3.59 4.14

Values from the calculation:
* maximum force: 6.3 eV/A
* highest occupied orbital energy: -8.032 eV
* frontier orbital gap: 7.87 eV
* relative energy (zero: lowest compared OMol25 entry of this formula, charge and spin): 306.00 kJ/mol
* E_LUMO: -0.17 eV
* SMILES string: COCO/C(=C(/OC)S(=O)(=O)c1ccc(C)cc1)c1cccc2ccccc12

Here are the Löwdin charges for atoms 1 to 5, given in e:
1 O -0.35
2 O -0.33
3 O -0.16
4 O -0.04
5 O -0.11


What is the maximum force in the fourth record? 18.8 eV/A


What is the maximum force in the second record? 0.7 eV/A


Which value of maximum force does entry 1 give? 0.8 eV/A


What is the formula in the first record? C22H22N2O6